Here is a 2-piece molecular cluster, C7H18N2OPS2 overall from the Open Molecules 2025 dataset. Energies are from ωB97M-V with the def2-TZVPD basis set.

Each atom is followed by the atoms it is bonded to, with distances in Å.
Atoms and positions in Å:
1 C -1.2600 0.6366 -0.4247  N8 1.320, N9 1.336, S12 1.745
2 C 2.7681 -3.3914 -0.4468  C7 1.318, H15 1.078, H16 1.078
3 C -1.4801 2.5052 -1.9381  N8 1.453, H17 1.091, H18 1.087, H19 1.093
4 C -3.3544 0.9580 -1.6256  N8 1.445, H20 1.090, H21 1.091, H22 1.088
5 C -1.2135 -1.0927 1.8074  S12 1.816, H23 1.087, H24 1.084, H25 1.085
6 C 2.1450 1.0625 3.0597  S13 1.824, H26 1.085, H27 1.085, H28 1.084
7 C 1.5082 -3.1981 -0.7817  C2 1.318, H29 1.078, H30 1.079
8 N -2.0021 1.3246 -1.2719  C1 1.320, C3 1.453, C4 1.445
9 N -0.0852 1.0978 0.0125  C1 1.336, P11 1.783, H31 1.019
10 O 1.9350 0.2829 -1.1463  P11 1.618, H14 0.960
11 P 1.3570 0.1074 0.3546  N9 1.783, O10 1.618, S13 2.101
12 S -1.8481 -0.9150 0.1148  C1 1.745, C5 1.816
13 S 2.4438 1.6076 1.3453  C6 1.824, P11 2.101
14 H 2.6269 -0.3394 -1.3831  O10 0.960
15 H 3.0522 -3.7939 0.5115  C2 1.078
16 H 3.5811 -3.1832 -1.1241  C2 1.078
17 H -0.4679 2.3271 -2.3035  C3 1.091
18 H -2.1131 2.7288 -2.7935  C3 1.087
19 H -1.4837 3.3733 -1.2746  C3 1.093
20 H -3.9718 1.8566 -1.6419  C4 1.090
21 H -3.3794 0.4936 -2.6127  C4 1.091
22 H -3.7683 0.2579 -0.9033  C4 1.088
23 H -1.9411 -1.7283 2.3056  C5 1.087
24 H -1.1877 -0.1197 2.2852  C5 1.084
25 H -0.2392 -1.5696 1.8173  C5 1.085
26 H 2.5382 1.8462 3.6987  C6 1.085
27 H 2.6741 0.1343 3.2467  C6 1.085
28 H 1.0813 0.9455 3.2349  C6 1.084
29 H 0.6974 -3.4405 -0.1140  C7 1.078
30 H 1.2256 -2.8233 -1.7527  C7 1.079
31 H 0.1615 2.0492 -0.2556  N9 1.019

- energy relative to the best compared isomer or geometry (same formula, charge and spin) (kcal per mole) = 0.0
- net charge = +1
- total energy (eV) = -43532.241
- gap between HOMO and LUMO (eV) = 9.342